[1]
# C3H7NO2

An isolated molecule of C3H7NO2 (ωB97M-V/def2-TZVPD, the Open Molecules 2025 dataset).

Results
- Charge: 0
- 2S+1: 1
- Relative energy (zero: lowest compared OMol25 entry of this formula, charge and spin): 14.8 kcal/mol
- Orbital gap: 10.67 eV
- DFT total energy: -8809.889 eV
- SMILES: NC(=O)CCO

Positions of all 13 atoms, in Å:
O1 1.066 -2.167 -0.215
O2 -2.032 1.227 -0.045
N1 1.966 -0.142 0.264
C1 0.919 -1.021 0.166
C2 -0.433 -0.419 0.513
C3 -0.957 0.491 -0.594
H1 -1.133 -1.236 0.695
H2 -0.361 0.185 1.426
H3 -0.155 1.158 -0.944
H4 -1.279 -0.117 -1.451
H5 2.894 -0.517 0.145
H6 -2.368 1.826 -0.721
H7 1.873 0.730 0.761



[2]
# C24H66Cu2N6O10S

A structure of composition C24H66Cu2N6O10S (ωB97M-V/def2-TZVPD, the Open Molecules 2025 dataset).

Results
- Charge: 0
- 2S+1: 1
- Relative energy (zero: lowest compared OMol25 entry of this formula, charge and spin): 0.0 kcal/mol
- Orbital gap: 6.42 eV
- DFT total energy: -155483.816 eV

Positions of all 109 atoms, in Å:
Cu1 16.605 1.197 -6.957
Cu2 16.663 5.511 -7.484
S1 14.891 3.296 -8.084
O1 14.408 3.347 -9.433
O2 18.575 1.852 -6.044
O3 9.391 2.107 -7.748
O4 14.489 -3.267 -7.971
O5 14.595 4.566 -7.478
O6 16.338 3.266 -8.083
O7 19.844 2.064 -9.650
O8 13.545 -2.099 -2.900
O9 12.905 5.162 -4.905
O10 14.429 2.126 -7.375
N1 12.731 0.947 -9.136
N2 17.824 4.074 -10.235
N3 15.726 0.167 -8.962
N4 15.320 3.702 -4.197
N5 14.835 0.615 -5.156
N6 17.474 -0.646 -5.303
C1 10.721 -0.357 -8.751
C2 14.461 -1.423 -3.826
C3 15.425 -1.258 -9.174
C4 8.943 3.439 -7.421
C5 19.910 -0.554 -5.263
C6 13.464 5.188 -3.585
C7 13.805 -3.444 -2.723
C8 20.565 0.915 -9.253
C9 18.694 1.805 -10.435
C10 14.741 -1.863 -7.869
C11 18.300 3.056 -11.134
C12 12.486 -0.258 -4.953
C13 10.800 2.034 -8.088
C14 16.759 -1.916 -9.547
C15 18.618 -0.084 -4.590
C16 14.937 4.087 -1.764
C17 19.525 3.669 -11.810
C18 13.863 -0.001 -4.264
C19 19.221 3.130 -6.190
C20 18.494 1.428 -4.648
C21 14.275 3.946 -3.200
C22 11.241 1.031 -9.121
C23 13.508 -3.666 -8.950
C24 12.131 4.037 -5.249
H1 14.629 -2.012 -4.728
H2 13.029 1.809 -9.570
H3 17.583 1.834 -4.208
H4 9.468 3.704 -6.503
H5 17.452 -1.635 -5.098
H6 20.330 3.844 -11.096
H7 14.817 -3.730 -2.439
H8 14.979 3.876 -5.132
H9 13.539 -4.756 -8.943
H10 20.689 0.139 -4.949
H11 16.621 -0.335 -4.861
H12 12.061 0.702 -5.245
H13 17.962 1.419 -9.725
H14 14.270 1.057 -5.867
H15 19.827 -0.519 -6.350
H16 12.682 3.116 -5.057
H17 11.174 -1.050 -9.460
H18 19.017 1.082 -11.184
H19 12.573 -0.759 -5.917
H20 11.107 3.995 -4.877
H21 12.698 5.272 -2.814
H22 9.152 4.156 -8.214
H23 20.263 3.066 -5.876
H24 12.034 4.113 -6.332
H25 14.130 6.049 -3.524
H26 13.663 -3.891 -3.707
H27 11.045 -0.687 -7.764
H28 19.989 3.008 -12.543
H29 16.645 -3.000 -9.568
H30 19.809 0.202 -8.924
H31 11.744 -0.726 -4.306
H32 15.756 3.390 -1.588
H33 13.545 3.143 -3.094
H34 11.250 2.996 -8.333
H35 14.821 -1.410 -10.068
H36 13.817 -1.364 -7.577
H37 7.874 3.404 -7.209
H38 18.732 -0.469 -3.576
H39 12.489 -3.431 -8.644
H40 15.399 5.070 -1.672
H41 19.046 3.509 -7.196
H42 11.195 1.788 -7.102
H43 15.133 1.439 -4.655
H44 21.225 1.050 -8.395
H45 15.922 4.510 -4.138
H46 17.201 3.710 -9.528
H47 18.723 3.811 -5.500
H48 17.074 -1.611 -10.544
H49 13.690 0.598 -3.369
H50 9.632 -0.313 -8.754
H51 15.923 0.581 -9.862
H52 19.380 1.852 -4.176
H53 13.156 0.794 -8.232
H54 19.238 4.555 -12.376
H55 15.442 -1.716 -7.047
H56 13.117 -3.934 -2.034
H57 14.840 0.596 -8.735
H58 14.199 4.044 -0.964
H59 18.646 4.321 -9.702
H60 15.378 -1.348 -3.241
H61 17.482 2.857 -11.826
H62 17.535 -1.592 -8.853
H63 10.849 1.352 -10.086
H64 21.214 0.543 -10.046
H65 20.134 -1.577 -4.961
H66 13.703 -3.444 -9.999



[3]
# C2H2I2OS

A structure of composition C2H2I2OS (ωB97M-V/def2-TZVPD, the Open Molecules 2025 dataset).

Results
- Charge: 0
- 2S+1: 1
- Relative energy (zero: lowest compared OMol25 entry of this formula, charge and spin): 29.1 kcal/mol
- Orbital gap: 8.21 eV
- DFT total energy: -31187.824 eV

Positions of all 8 atoms, in Å:
I1 1.620 1.677 0.048
I2 1.695 -1.987 0.078
S1 -0.475 -0.300 1.638
O1 -0.831 -0.764 -2.183
C1 -0.850 -0.076 -1.247
C2 0.614 -0.132 0.215
H1 -0.150 0.951 2.232
H2 -1.622 0.631 -0.781



[4]
# C3H7N4

The ion C3H7N4 with charge +1 (ωB97M-V/def2-TZVPD, the Open Molecules 2025 dataset).

Results
- Charge: +1
- 2S+1: 1
- Relative energy (zero: lowest compared OMol25 entry of this formula, charge and spin): 150.7 kcal/mol
- Orbital gap: 9.23 eV
- DFT total energy: -9171.979 eV
- SMILES: NN/[NH+]=C\N1C=C1

Positions of all 14 atoms, in Å:
N1 1.585 -1.395 1.231
N2 -1.090 0.809 -1.120
N3 0.992 -0.319 0.659
N4 -0.558 -0.152 0.936
C1 -1.402 0.353 0.027
C2 -1.611 1.328 -2.357
C3 -0.326 1.081 -2.291
H1 0.764 1.053 -2.354
H2 -2.392 1.952 -2.834
H3 1.166 -2.200 0.971
H4 1.376 0.501 0.972
H5 1.540 -1.316 2.220
H6 -0.925 -0.405 1.918
H7 -2.369 0.330 0.387